67
Properties=species:S:1:pos:R:3:nbo_charge:R:1 method="wB97M-V/def2-TZVPD" homo_lumo_gap_ev="6.33 / 6.33" energy_ha=-2804.77765 spin_multiplicity=1 total_charge=0 max_force_ev_per_a=6.44
Mo -0.63 -0.59 0.01 1.3668
C 0.79 1.95 4.11 -0.6317
C 1.36 2.38 2.78 -0.4766
O 1.83 3.71 2.78 -0.7248
P 2.63 1.21 2.18 2.3456
O 3.76 1.37 3.34 -1.0034
O 3.21 1.83 0.92 -1.1558
O 2.12 -0.18 2.10 -1.1609
P 0.06 2.30 1.47 2.3822
O -1.14 3.22 2.04 -0.9916
O 0.50 2.83 0.14 -1.1400
O -0.56 0.91 1.37 -1.0641
H 1.59 1.91 4.85 0.2349
H 0.35 0.97 3.97 0.2331
H 0.03 2.66 4.44 0.2152
H 2.57 3.73 2.15 0.5040
H 4.31 0.59 3.36 0.4995
H 2.47 1.09 -0.24 0.3144
H -0.82 4.11 2.19 0.5060
O -0.52 1.14 -1.50 -0.7283
C -1.79 1.58 -1.92 -0.1109
C -2.91 0.96 -1.12 0.2584
C -4.21 1.37 -1.34 -0.2408
C -5.25 0.79 -0.63 -0.1011
C -4.92 -0.21 0.29 -0.2576
C -3.61 -0.57 0.45 0.1027
N -2.57 -0.01 -0.23 -0.4610
H -0.08 1.85 -0.93 0.5429
H -1.90 1.29 -2.98 0.2193
H -1.86 2.67 -1.86 0.2194
H -4.40 2.14 -2.07 0.2350
H -6.27 1.09 -0.79 0.2326
H -5.68 -0.70 0.87 0.2382
H -3.33 -1.34 1.16 0.2274
C -1.22 -2.13 3.47 -0.5901
C -0.79 -2.82 2.16 0.0506
C 0.67 -3.30 2.28 -0.6112
C -1.73 -3.99 1.83 -0.5939
N -0.82 -1.87 1.14 -0.2762
H -1.20 -2.85 4.29 0.2163
H -2.23 -1.73 3.37 0.1975
H -0.53 -1.32 3.68 0.2334
H 0.80 -3.90 3.17 0.2093
H 1.31 -2.42 2.32 0.2660
H 0.93 -3.88 1.40 0.2108
H -1.61 -4.78 2.56 0.2197
H -1.49 -4.38 0.84 0.2226
H -2.77 -3.66 1.83 0.1975
S -1.60 -2.89 -3.96 -0.1150
C -1.17 -2.19 -2.62 0.2115
N -0.88 -1.65 -1.60 -0.6108
N 1.27 -0.54 -0.48 -0.4089
C 2.15 0.21 -0.92 0.2857
N 2.90 0.14 -2.02 -0.3869
C 3.77 1.21 -2.45 -0.2416
C 5.22 0.71 -2.54 -0.0780
O 5.30 -0.45 -3.34 -0.5219
C 4.49 -1.49 -2.83 -0.0759
C 3.01 -1.07 -2.81 -0.2515
H 3.71 2.04 -1.75 0.2462
H 3.45 1.54 -3.44 0.1930
H 5.59 0.49 -1.53 0.1750
H 5.86 1.45 -3.01 0.1982
H 4.81 -1.75 -1.81 0.1696
H 4.64 -2.34 -3.49 0.1991
H 2.39 -1.84 -2.35 0.2297
H 2.67 -0.87 -3.83 0.2010